[1]
This record from the Open Molecules 2025 dataset describes a gas-phase ion, C4H11N3O (charge +1) in a non-equilibrium geometry. The level of theory is the ωB97M-V functional and the def2-TZVPD basis.

Geometry as XYZ:
```
19
Properties=species:S:1:pos:R:3
H -3.044 -0.695 1.326
H -1.078 -2.262 1.698
N 1.989 1.109 -1.565
H 1.598 1.969 -1.812
C 0.152 -0.629 -1.017
C -0.874 -1.318 1.193
H 0.284 1.079 1.364
H -0.377 1.728 0.021
C 0.559 1.420 0.363
H -0.061 -0.738 1.758
H 1.778 0.609 -2.443
H -1.190 -2.273 -0.440
C 1.263 0.409 -0.446
N -0.551 -1.554 -0.233
O -0.003 -0.832 -2.168
N -2.005 -0.405 1.311
H 1.229 2.306 0.495
H -1.807 0.245 0.686
H 2.137 -0.170 -0.089
```

Results
**2S+1**: 2
**Total charge**: +1
**⟨S²⟩**: 0.763
**Energy relative to the best compared isomer or geometry (same formula, charge and spin)**: 3.719 eV
**Energy**: -10833.4795 eV

=====

[2]
This record from the Open Molecules 2025 dataset describes 2 unconnected molecules or ions with the total composition C4H11N3O2 in a non-equilibrium geometry. The level of theory is the ωB97M-V functional and the def2-TZVPD basis.

Geometry as XYZ:
```
20
Properties=species:S:1:pos:R:3
H -1.148 -2.131 -2.680
H 3.034 -0.531 -1.054
N 1.436 0.536 0.059
O -2.293 -1.600 0.311
N -0.219 0.937 1.703
C -2.159 -2.207 -2.000
C 2.766 0.405 -0.493
H -3.070 -1.836 -2.681
H 3.546 0.548 0.199
H -0.458 0.061 1.950
H -0.831 0.025 -0.242
H 1.895 2.970 2.367
N 2.010 2.274 1.548
H -2.560 -3.231 -1.794
C -1.886 -1.371 -0.809
C 1.090 1.280 1.072
H -0.970 1.507 1.324
O -1.002 -0.420 -1.167
H 2.609 2.618 0.808
H 2.852 1.287 -1.136
```

Results
**2S+1**: 2
**Total charge**: -1
**⟨S²⟩**: 0.750
**Energy relative to the best compared isomer or geometry (same formula, charge and spin)**: 3.039 eV
**Energy**: -12889.1781 eV

=====

[3]
This record from the Open Molecules 2025 dataset describes 2 unconnected molecules or ions with the total composition C4H11N3O2 in a non-equilibrium geometry. The level of theory is the ωB97M-V functional and the def2-TZVPD basis.

Geometry as XYZ:
```
20
Properties=species:S:1:pos:R:3
N 0.468 0.226 3.281
H 0.957 -1.204 0.949
C -1.667 -1.342 -2.350
H 1.473 -0.111 -0.426
O -1.329 -0.275 -1.564
O -1.392 -2.463 -2.079
H 2.580 -0.562 0.849
H 0.814 -0.663 2.971
H 1.653 2.983 2.241
H -3.251 -0.904 -3.872
C 1.527 -0.321 0.644
H -1.292 -0.259 -0.604
N 1.062 0.988 1.163
C -2.200 -0.753 -3.620
H -1.719 -1.232 -4.486
H 0.284 0.326 4.257
N 1.362 2.395 3.012
H -2.067 0.317 -3.722
H 1.790 1.580 0.803
C 0.946 1.274 2.554
```

Results
**SMILES**: [H]/N=C(/N)NC.CC(=O)O
**Total charge**: 0
**Energy relative to the best compared isomer or geometry (same formula, charge and spin)**: 1.546 eV
**Energy**: -12891.2835 eV

=====

[4]
This record from the Open Molecules 2025 dataset describes 2 unconnected molecules or ions with the total composition C4H11N3O2 in a non-equilibrium geometry. The level of theory is the ωB97M-V functional and the def2-TZVPD basis.

Geometry as XYZ:
```
20
Properties=species:S:1:pos:R:3
H -2.441 2.817 -1.010
C -0.295 1.457 -0.004
C 0.908 -2.413 -0.289
H 1.393 -3.378 -0.298
H -1.547 -0.086 0.095
N -0.582 1.896 -1.157
H 1.111 -1.900 -1.229
H -0.492 0.012 1.335
C -1.917 2.104 -1.668
N 0.980 1.654 0.514
H -0.147 -2.677 -0.244
C 1.456 -1.855 0.981
H 1.522 2.284 -0.054
H 1.527 0.817 0.672
O 0.477 -1.781 1.934
H -2.596 1.255 -1.733
O 2.590 -1.580 1.245
N -1.097 0.563 0.732
H 0.952 -1.820 2.789
H -1.802 2.631 -2.611
```

Results
**SMILES**: CN=C(N)N.CC(=O)O
**Total charge**: 0
**Energy relative to the best compared isomer or geometry (same formula, charge and spin)**: 1.107 eV
**Energy**: -12891.7229 eV

=====

[5]
This record from the Open Molecules 2025 dataset describes 2 unconnected molecules or ions with the total composition C4H11N3O2 in a non-equilibrium geometry. The level of theory is the ωB97M-V functional and the def2-TZVPD basis.

Geometry as XYZ:
```
20
Properties=species:S:1:pos:R:3
C 0.318 -2.117 3.320
H 1.211 -2.434 2.748
N 0.500 -1.455 0.670
H -0.828 2.944 -1.093
C -0.723 -1.265 1.315
O 0.017 2.907 -1.662
C 0.491 1.699 -1.956
N -1.755 -1.066 0.424
H 1.310 -1.432 1.297
H -2.661 -0.934 0.861
H 0.001 -3.183 3.386
H -1.519 -0.646 -0.449
C 1.711 1.734 -2.790
O -0.234 0.760 -1.661
H 2.475 0.992 -2.757
H 1.981 2.810 -2.790
H 0.718 -1.497 4.147
H 0.490 -0.932 -0.203
H 1.456 1.641 -3.905
N -0.690 -1.321 2.633
```

Results
**SMILES**: CN=C(N)N.CC(=O)O
**Total charge**: 0
**Energy relative to the best compared isomer or geometry (same formula, charge and spin)**: 2.109 eV
**Energy**: -12890.7210 eV

=====

[6]
This record from the Open Molecules 2025 dataset describes 2 unconnected molecules or ions with the total composition C4H11N3O2 in a non-equilibrium geometry. The level of theory is the ωB97M-V functional and the def2-TZVPD basis.

Geometry as XYZ:
```
20
Properties=species:S:1:pos:R:3
O -0.737 0.266 1.368
H 0.098 1.912 -0.879
N 2.428 0.443 -2.370
H -3.237 -1.934 1.179
N 0.941 2.035 -1.433
H -1.661 -2.143 0.476
H -0.461 -0.122 0.377
C -2.442 -1.384 0.693
H 1.564 -1.751 0.704
C 1.438 -1.418 -0.319
H 2.971 1.230 -2.671
C -1.947 -0.291 1.561
H 0.550 -1.995 -0.660
H 2.305 -1.735 -0.878
N 1.084 -0.026 -0.455
H -2.609 -0.919 -0.293
C 1.535 0.756 -1.351
O -2.533 -0.043 2.595
H 2.998 -0.339 -2.080
H 1.405 2.832 -0.998
```

Results
**SMILES**: CN=C(N)N.CC(=O)O
**Total charge**: 0
**Energy relative to the best compared isomer or geometry (same formula, charge and spin)**: 1.513 eV
**Energy**: -12891.3171 eV